One molecule with the formula C19H18N2O4S at a distorted geometry. Source: the OMol25 dataset; level of theory: ωB97M-V/def2-TZVPD.

The geometry in XYZ format:
```
44
Properties=species:S:1:pos:R:3
O -7.09 -1.76 2.06
C -6.52 -1.33 1.09
O -6.69 -1.86 -0.13
H -7.30 -2.61 -0.08
C -5.56 -0.17 1.12
C -5.33 0.53 -0.22
H -4.99 1.55 -0.03
H -6.28 0.59 -0.76
C -4.30 -0.21 -1.09
C -2.93 -0.11 -0.43
O -2.58 -0.87 0.45
N -2.19 0.93 -0.90
C -0.91 1.35 -0.50
C -0.38 2.48 -1.12
C 0.87 2.94 -0.77
C 1.62 2.29 0.20
C 1.09 1.16 0.82
C -0.16 0.70 0.47
H -0.56 -0.18 0.95
H 1.64 0.63 1.57
O 2.84 2.85 0.48
C 3.69 2.20 1.38
C 4.17 0.87 0.89
N 3.99 0.40 -0.27
C 4.54 -0.84 -0.43
C 4.51 -1.61 -1.59
C 5.13 -2.84 -1.58
C 5.78 -3.31 -0.45
C 5.82 -2.57 0.72
C 5.20 -1.33 0.72
S 5.08 -0.17 2.01
H 6.33 -2.93 1.60
H 6.25 -4.28 -0.47
H 5.11 -3.45 -2.47
H 4.00 -1.23 -2.46
H 4.55 2.87 1.49
H 3.23 2.09 2.37
H 1.29 3.82 -1.25
H -0.95 3.00 -1.88
H -2.60 1.49 -1.62
H -4.58 -1.26 -1.15
H -4.29 0.22 -2.09
H -4.61 -0.56 1.49
H -5.93 0.53 1.88
```

Gap between HOMO and LUMO: 8.6 eV
LUMO energy: 0.6 eV
SMILES string: O=C(O)CCCC(=O)Nc1ccc(OCc2nc3ccccc3s2)cc1
ΔE to the lowest compared entry with this formula, charge and spin: 30.3 kcal/mol



A 6-piece molecular cluster, C14H26N10O4 overall at a distorted geometry. Source: the OMol25 dataset; level of theory: ωB97M-V/def2-TZVPD.

The geometry in XYZ format:
```
54
Properties=species:S:1:pos:R:3
C -9.20 -11.35 0.50
O -9.81 -10.52 -0.18
N -9.77 -11.95 1.51
N -7.99 -11.75 0.19
H -10.72 -11.65 1.65
H -9.41 -12.81 1.91
H -7.52 -12.23 0.94
H -7.52 -11.31 -0.59
C -11.23 -19.01 3.72
O -10.07 -18.67 3.94
N -11.98 -18.64 2.70
N -11.87 -19.89 4.43
H -12.95 -18.90 2.59
H -11.60 -18.07 1.96
H -12.87 -20.02 4.39
H -11.34 -20.01 5.28
C -11.29 -12.57 5.32
O -11.51 -12.60 4.11
N -11.06 -11.56 6.10
N -11.36 -13.68 6.00
H -11.40 -10.65 5.80
H -10.85 -11.76 7.07
H -11.33 -13.63 7.01
H -11.84 -14.42 5.52
C -8.77 -15.20 2.71
O -8.37 -14.08 2.45
N -7.97 -16.15 3.01
N -10.04 -15.50 2.86
H -7.02 -15.80 3.01
H -8.21 -17.08 3.32
H -10.55 -14.63 2.91
H -10.28 -16.41 3.21
N -5.16 -17.39 5.26
C -5.62 -16.63 6.29
C -5.58 -15.22 6.21
C -4.99 -14.67 5.02
C -4.48 -15.46 3.99
C -4.62 -16.83 4.18
H -5.92 -17.29 7.08
H -5.83 -14.67 7.10
H -4.73 -13.62 4.92
H -4.06 -15.06 3.08
H -4.29 -17.49 3.40
N -6.55 -21.89 1.80
C -5.93 -20.68 1.67
C -6.56 -19.45 1.58
C -7.98 -19.44 1.64
C -8.65 -20.65 1.82
C -7.92 -21.86 1.78
H -4.87 -20.87 1.59
H -6.00 -18.54 1.47
H -8.49 -18.49 1.58
H -9.72 -20.71 1.90
H -8.30 -22.85 1.96
```

Gap between HOMO and LUMO: 8.3 eV
LUMO energy: 0.0 eV
SMILES string: c1ccncc1.c1ccncc1.NC(N)=O.NC(N)=O.NC(N)=O.NC(N)=O



C6H18KO8P2 as an isolated structure at a distorted geometry. Source: the OMol25 dataset; level of theory: ωB97M-V/def2-TZVPD.

The geometry in XYZ format:
```
35
Properties=species:S:1:pos:R:3
K -2.17 -1.27 -2.30
C -3.64 -2.91 1.54
O -3.46 -1.67 2.23
P -2.26 -0.69 1.82
O -2.08 -0.46 0.37
O -0.98 -1.31 2.57
C -0.02 -2.02 1.80
O -2.64 0.55 2.74
C -2.14 1.84 2.35
H -3.57 -2.73 0.46
H -4.65 -3.21 1.77
H -2.97 -3.71 1.85
H -0.15 -2.00 0.72
H 0.09 -3.06 2.10
H 0.95 -1.55 1.96
H -2.58 2.52 3.08
H -2.46 2.15 1.35
H -1.06 1.89 2.43
C 2.68 1.06 0.65
O 1.66 0.39 -0.11
P 1.29 0.80 -1.60
O 0.06 0.18 -2.13
O 2.60 0.49 -2.44
C 2.98 -0.80 -2.88
O 1.28 2.40 -1.56
C 1.29 3.09 -2.80
H 3.40 0.29 0.91
H 2.25 1.51 1.54
H 3.18 1.82 0.06
H 3.92 -1.12 -2.43
H 3.07 -0.79 -3.96
H 2.22 -1.55 -2.62
H 0.57 3.90 -2.75
H 1.02 2.50 -3.68
H 2.29 3.47 -3.05
```

Total charge: +1
Gap between HOMO and LUMO: 10.4 eV
LUMO energy: -3.2 eV
ΔE to the lowest compared entry with this formula, charge and spin: 7.2 kcal/mol



C6H6N4 as an isolated structure at a distorted geometry. Source: the OMol25 dataset; level of theory: ωB97M-V/def2-TZVPD.

The geometry in XYZ format:
```
16
Properties=species:S:1:pos:R:3
C 1.62 0.01 0.05
C -0.36 1.09 -0.08
C -2.40 0.38 0.05
C -2.04 -0.93 -0.07
C -0.63 -1.30 -0.11
C 0.14 -0.31 -0.07
H 2.68 -1.87 0.60
H 3.66 -0.49 -0.30
H 1.08 3.15 0.02
H -3.68 0.60 -0.07
H -3.25 -1.66 0.06
H -0.65 -2.14 0.07
N 2.64 -1.05 -0.08
N 1.96 1.18 -0.01
N 0.81 1.90 -0.05
N -1.59 1.44 -0.01
```

Gap between HOMO and LUMO: 8.9 eV
LUMO energy: 0.7 eV
ΔE to the lowest compared entry with this formula, charge and spin: 161.5 kcal/mol



C4H8N2OS as an isolated structure at a distorted geometry. Source: the OMol25 dataset; level of theory: ωB97M-V/def2-TZVPD.

The geometry in XYZ format:
```
16
Properties=species:S:1:pos:R:3
C -1.07 0.38 1.21
C -0.16 0.64 -0.07
C 1.03 -0.38 -0.44
C -0.32 -0.55 -1.01
H -1.56 2.27 1.37
H -3.07 1.51 2.19
H -1.59 -1.01 2.69
H -0.25 1.63 -0.58
H 1.16 -0.97 0.42
H 2.60 1.51 -0.70
H -0.64 -0.11 -1.95
H -1.60 -1.36 0.33
N -1.78 1.45 1.86
N -1.02 -0.81 1.80
O -1.35 -1.47 -0.60
S 2.40 0.20 -1.42
```

Gap between HOMO and LUMO: 9.4 eV
LUMO energy: 0.2 eV
ΔE to the lowest compared entry with this formula, charge and spin: 103.9 kcal/mol



C41H33AlF5O24 as an isolated structure at a distorted geometry. Source: the OMol25 dataset; level of theory: ωB97M-V/def2-TZVPD.

The geometry in XYZ format:
```
104
Properties=species:S:1:pos:R:3
F 3.99 1.69 0.44
C 3.38 1.37 1.66
F 2.81 0.08 1.62
F 4.39 1.39 2.63
C 2.25 2.47 2.02
F 2.86 3.74 2.05
F 1.76 2.20 3.31
C 1.17 2.41 0.86
C -0.18 3.21 1.16
C -1.19 2.46 2.15
Al -2.53 1.20 1.24
H 0.95 1.35 0.50
H 1.66 2.93 -0.05
H -0.75 3.42 0.19
H 0.09 4.22 1.62
H -1.82 3.26 2.69
H -0.68 1.86 2.98
H -3.17 0.31 2.43
H -3.78 2.01 0.61
H -1.86 0.19 0.19
C -8.25 -1.40 -0.48
C -6.96 -1.09 -0.32
C -6.50 -0.25 0.82
O -5.32 0.00 0.94
C -7.51 0.24 1.76
C -8.80 -0.07 1.60
C -9.25 -0.93 0.48
O -10.44 -1.21 0.37
O -9.75 0.38 2.47
O -6.02 -1.51 -1.20
H -8.60 -2.01 -1.31
H -7.17 0.86 2.58
H -10.59 0.01 2.14
H -5.17 -1.15 -0.86
C -6.25 1.05 -4.24
C -6.32 1.02 -5.58
C -7.60 1.27 -6.30
O -7.61 1.26 -7.52
C -8.80 1.52 -5.50
C -8.74 1.53 -4.16
C -7.45 1.31 -3.44
O -7.43 1.36 -2.23
O -9.84 1.76 -3.41
O -5.22 0.77 -6.33
H -5.33 0.87 -3.71
H -9.73 1.68 -6.03
H -9.53 1.72 -2.48
H -5.52 0.82 -7.26
C 6.24 -0.69 0.09
C 6.20 -1.49 1.15
C 7.35 -2.37 1.51
O 7.29 -3.08 2.50
C 8.53 -2.34 0.65
C 8.57 -1.54 -0.42
C 7.43 -0.64 -0.76
O 7.52 0.09 -1.73
O 9.66 -1.50 -1.23
O 5.10 -1.55 1.95
H 5.41 -0.05 -0.18
H 9.35 -2.99 0.91
H 9.44 -0.85 -1.92
H 5.32 -2.20 2.65
C -12.16 6.91 -0.96
C -11.11 6.14 -0.66
C -10.86 4.85 -1.37
O -9.88 4.19 -1.08
C -11.82 4.43 -2.39
C -12.87 5.20 -2.69
C -13.11 6.50 -2.00
O -14.07 7.18 -2.31
O -13.78 4.83 -3.63
O -10.22 6.50 0.30
H -12.35 7.85 -0.45
H -11.64 3.49 -2.88
H -14.44 5.55 -3.66
H -9.56 5.78 0.33
C 12.41 -1.01 5.42
C 12.09 -0.93 4.13
C 10.67 -0.83 3.68
O 10.42 -0.74 2.49
C 9.62 -0.85 4.71
C 9.94 -0.93 6.00
C 11.36 -1.00 6.45
O 11.61 -1.06 7.64
O 8.98 -0.95 6.96
O 13.04 -0.93 3.16
H 13.43 -1.07 5.76
H 8.59 -0.79 4.37
H 9.47 -1.02 7.81
H 12.56 -0.86 2.32
C 8.45 -7.92 -0.67
C 8.11 -6.68 -0.30
C 7.95 -5.59 -1.31
O 7.62 -4.48 -0.94
C 8.21 -5.91 -2.71
C 8.55 -7.14 -3.08
C 8.68 -8.24 -2.08
O 8.98 -9.36 -2.46
O 8.80 -7.45 -4.38
O 7.89 -6.37 1.00
H 8.56 -8.72 0.05
H 8.11 -5.10 -3.43
H 9.02 -8.40 -4.38
H 7.65 -5.42 1.01
```

Total charge: -1
Gap between HOMO and LUMO: 4.1 eV
LUMO energy: -0.6 eV



C31H55CoGeN4O2PS2Si3 as an isolated structure at a distorted geometry. Source: the OMol25 dataset; level of theory: ωB97M-V/def2-TZVPD.

The geometry in XYZ format:
```
100
Properties=species:S:1:pos:R:3
Co 1.64 0.15 0.53
C 4.38 0.96 1.17
N 3.10 0.92 1.90
C 2.57 2.26 2.20
C 2.06 2.91 0.95
C 1.74 4.25 0.90
C 1.19 4.76 -0.26
C 1.00 3.92 -1.35
C 1.35 2.60 -1.22
N 1.87 2.10 -0.09
C 3.17 0.04 3.07
C 1.89 -0.73 3.27
C 1.39 -1.05 4.50
C 0.24 -1.83 4.58
C -0.33 -2.29 3.41
C 0.23 -1.92 2.20
N 1.31 -1.14 2.12
C 4.52 -0.26 0.29
C 5.72 -0.91 0.07
C 5.74 -2.02 -0.76
C 4.56 -2.45 -1.33
C 3.40 -1.74 -1.07
N 3.38 -0.66 -0.28
H 5.23 1.02 1.85
H 4.38 1.85 0.55
H 3.32 2.89 2.70
H 1.70 2.15 2.87
H 1.88 4.87 1.78
H 0.91 5.81 -0.31
H 0.58 4.28 -2.27
H 1.20 1.89 -2.03
H 3.44 0.58 3.98
H 3.95 -0.70 2.88
H 1.87 -0.67 5.40
H -0.20 -2.06 5.54
H -1.24 -2.88 3.42
H -0.22 -2.20 1.26
H 6.62 -0.54 0.55
H 6.67 -2.54 -0.94
H 4.52 -3.31 -1.98
H 2.45 -2.02 -1.50
C -5.54 1.13 3.79
C -4.39 0.39 3.16
O -3.33 1.31 2.92
P -1.78 0.69 3.01
S -0.71 2.33 2.52
S -0.30 -0.21 -0.46
O -1.67 0.52 4.68
C -1.79 1.64 5.55
C -0.44 1.97 6.16
H -6.38 0.45 3.97
H -5.88 1.93 3.14
H -5.24 1.56 4.75
H -4.69 -0.07 2.21
H -4.05 -0.42 3.83
H -2.51 1.38 6.33
H -2.18 2.50 5.00
H -0.03 1.10 6.68
H -0.54 2.79 6.89
H 0.25 2.28 5.38
C -0.30 -0.94 -5.87
Si 0.52 -0.21 -4.34
C 0.72 1.65 -4.61
C 2.24 -0.95 -4.22
Ge -0.93 -0.73 -2.53
Si -1.25 -3.08 -2.28
C 0.42 -3.90 -2.07
C -2.11 -3.87 -3.75
C -2.25 -3.41 -0.72
Si -2.96 0.51 -2.56
C -2.55 2.32 -2.40
C -3.90 0.20 -4.15
C -4.00 -0.01 -1.10
H 0.23 -0.65 -6.78
H -1.34 -0.61 -5.95
H -0.31 -2.03 -5.82
H 0.73 1.88 -5.68
H 1.65 2.02 -4.18
H -0.11 2.20 -4.16
H 2.78 -0.82 -5.16
H 2.19 -2.02 -4.01
H 2.82 -0.47 -3.42
H 1.07 -3.74 -2.94
H 0.31 -4.98 -1.92
H 0.93 -3.49 -1.18
H -1.52 -3.77 -4.66
H -3.09 -3.41 -3.93
H -2.27 -4.94 -3.57
H -1.66 -3.98 0.00
H -3.16 -3.98 -0.95
H -2.55 -2.47 -0.24
H -2.03 2.69 -3.29
H -1.90 2.47 -1.53
H -3.45 2.92 -2.26
H -3.34 0.53 -5.03
H -4.86 0.73 -4.14
H -4.12 -0.87 -4.28
H -3.45 0.16 -0.17
H -4.26 -1.08 -1.16
H -4.92 0.56 -1.06
```

Expectation value of S²: 0.93
2S+1: 2
Gap between HOMO and LUMO (spin up / spin down): 6.0 / 6.1 eV
LUMO energy (spin up / spin down): 0.0 / 0.0 eV
ΔE to the lowest compared entry with this formula, charge and spin: 23.0 kcal/mol



C25H39AsN7O3W as an isolated structure. Source: the OMol25 dataset; level of theory: ωB97M-V/def2-TZVPD.

The geometry in XYZ format:
```
76
Properties=species:S:1:pos:R:3
W -0.10 0.10 0.13
C 0.57 -0.94 4.01
N -0.69 -1.39 3.43
C -1.67 -1.99 4.36
C -2.62 -2.73 3.43
N -1.91 -2.69 2.13
C -2.64 -3.12 0.94
C -0.84 -1.92 2.21
N 0.06 -1.67 1.18
C 0.34 -2.86 0.32
C 1.33 -2.40 -0.72
N 0.73 -1.15 -1.24
C 0.95 -0.84 -2.57
N -0.02 -0.45 -3.39
C -1.45 -0.46 -3.15
C 0.54 -0.05 -4.69
C 1.98 -0.55 -4.60
N 2.13 -0.87 -3.17
C 3.44 -1.05 -2.57
H 0.34 -0.41 4.93
H 1.10 -0.27 3.34
H 1.21 -1.79 4.27
H -2.16 -1.21 4.95
H -1.14 -2.66 5.04
H -3.58 -2.22 3.32
H -2.80 -3.76 3.72
H -3.67 -3.32 1.23
H -2.23 -4.04 0.52
H -2.65 -2.33 0.19
H -0.56 -3.16 -0.20
H 0.72 -3.70 0.90
H 1.44 -3.14 -1.51
H 2.31 -2.21 -0.27
H -1.67 -1.02 -2.25
H -1.94 -0.96 -3.99
H -1.84 0.55 -3.07
H 0.46 1.03 -4.81
H -0.02 -0.53 -5.49
H 2.71 0.21 -4.88
H 2.16 -1.44 -5.20
H 4.13 -0.33 -3.01
H 3.83 -2.05 -2.76
H 3.40 -0.87 -1.50
O 1.48 2.43 -2.67
C 1.41 1.97 -1.58
O 0.20 1.54 -1.06
C 2.53 1.73 -0.64
C 3.73 2.41 -0.83
C 4.77 2.15 0.03
C 4.62 1.14 0.99
C 5.69 0.76 1.84
C 5.56 -0.30 2.69
C 4.35 -1.03 2.72
C 3.28 -0.67 1.94
C 3.38 0.44 1.08
N 2.30 0.82 0.30
H 3.81 3.14 -1.63
H 5.70 2.69 -0.04
H 6.62 1.31 1.77
H 6.38 -0.60 3.33
H 4.28 -1.90 3.36
H 2.38 -1.25 1.95
C -1.31 1.89 3.67
As -0.64 2.19 1.89
C 0.80 3.47 2.04
C -2.05 3.12 0.96
O -1.78 0.15 0.06
H -1.83 2.79 4.00
H -0.49 1.69 4.35
H -2.01 1.06 3.66
H 0.40 4.42 2.39
H 1.25 3.61 1.06
H 1.54 3.12 2.75
H -2.37 3.96 1.57
H -2.89 2.44 0.80
H -1.68 3.48 0.01
```

Total charge: +3
Gap between HOMO and LUMO: 6.0 eV
LUMO energy: -11.0 eV
ΔE to the lowest compared entry with this formula, charge and spin: 13.8 kcal/mol